(1)
The following is a quantum chemistry calculation of a molecular structure, C25H27BrFKN3O2Si, from the Open Molecules 2025 dataset.

```
! RIJCOSX wB97M-V def2-TZVPD def2/J DEFGRID3
* xyz -1 1
K -1.2027 -0.1706 -1.0343
O 1.5994 -1.6454 -4.7816
C 2.6998 -1.5256 -4.1401
C 3.8832 -2.2323 -4.5225
C 5.0979 -2.0367 -3.9092
C 5.2427 -1.1164 -2.8704
C 4.1153 -0.4189 -2.4630
C 2.8647 -0.6226 -3.0312
C 1.6657 0.1968 -2.5922
O 0.4592 -0.4888 -2.8906
N 1.7267 0.4705 -1.1732
N 0.9989 1.4663 -0.6613
C 1.2339 1.8716 0.5269
C 0.3739 2.8514 1.1785
Br -1.4424 2.8794 0.6356
C 0.7439 3.6472 2.1863
C 2.1050 3.8067 2.7151
C 2.2563 4.0402 4.0880
C 3.5112 4.2004 4.6476
C 4.6435 4.1444 3.8435
C 4.5057 3.9382 2.4811
C 3.2475 3.7744 1.9178
H 0.6876 -1.0427 -3.7255
H 3.7809 -2.9306 -5.3456
H 5.9596 -2.6022 -4.2501
H 6.2019 -0.9398 -2.4016
H 4.2367 0.3318 -1.6851
H 1.6403 1.1640 -3.1137
H 2.5103 0.1159 -0.6414
H 2.0649 1.4816 1.1180
H -0.0191 4.2308 2.6880
H 1.3717 4.0825 4.7117
H 3.6058 4.3683 5.7129
H 5.6270 4.2713 4.2776
H 5.3817 3.9109 1.8454
H 3.1556 3.6448 0.8473
C -6.2230 -0.6608 0.2298
Si -4.6551 -1.0498 -0.7644
C -5.0286 -2.6235 -1.7530
C -4.4641 0.3437 -2.0280
N -3.2647 -1.1116 0.1835
C -2.8446 -1.9698 1.1176
C -3.5837 -3.0755 1.6287
C -3.1159 -3.9583 2.5838
C -1.8508 -3.8170 3.1361
C -1.0776 -2.7480 2.6951
C -1.5666 -1.8865 1.7458
F -0.7087 -0.8513 1.3915
H -7.1045 -0.5949 -0.4156
H -6.1267 0.2850 0.7679
H -6.4093 -1.4412 0.9718
H -5.9327 -2.4921 -2.3562
H -5.1861 -3.4844 -1.0999
H -4.2125 -2.8776 -2.4340
H -5.3732 0.4873 -2.6167
H -3.6530 0.1809 -2.7472
H -4.2545 1.2869 -1.5129
H -4.5839 -3.2234 1.2347
H -3.7622 -4.7708 2.8970
H -1.4712 -4.5038 3.8801
H -0.0810 -2.5603 3.0759
*
```

Properties
E_LUMO   1.96 eV
HOMO   -0.1544 hartree
Frontier orbital gap   6.16 eV
Relative energy (zero: lowest compared OMol25 entry of this formula, charge and spin)   0.0 kcal/mol



(2)
The following is a quantum chemistry calculation of a molecular structure, C25H27Cl3GeO4Se3Te2V in a non-equilibrium geometry, from the Open Molecules 2025 dataset.

```
! RIJCOSX wB97M-V def2-TZVPD def2/J DEFGRID3
* xyz -2 4
V -0.0556 0.9166 -2.3987
Cl -3.9445 6.2715 -1.2847
C -2.7408 5.1737 -1.9159
C -2.0297 4.3653 -1.0429
C -1.0840 3.5128 -1.5646
Cl -0.1380 2.5237 -0.4559
C -0.7504 3.4322 -2.9478
O 0.1921 2.6912 -3.3949
C -1.5295 4.2843 -3.7726
Cl -1.2296 4.2478 -5.4826
C -2.4950 5.1382 -3.2751
H -2.2171 4.3929 0.0212
H -3.0538 5.7687 -3.9522
O -0.2997 -1.0540 -0.5029
C -1.6135 -1.6070 -0.4663
C -2.5480 -0.5194 -1.1272
O -3.7545 -0.7004 -1.0874
O -1.9036 0.4300 -1.6652
C -1.9696 -1.8187 0.9981
C -1.6136 -2.9965 1.6515
C -1.8171 -3.1476 3.0146
C -2.3834 -2.1166 3.7523
C -2.7414 -0.9408 3.1116
C -2.5314 -0.7903 1.7499
C -1.7251 -2.8659 -1.3137
C -2.8335 -3.6985 -1.1806
C -2.9754 -4.8120 -1.9926
C -2.0245 -5.0946 -2.9659
C -0.9314 -4.2586 -3.1185
C -0.7752 -3.1564 -2.2893
H 0.3553 -1.7606 -0.4767
H -1.1827 -3.8090 1.0789
H -1.5313 -4.0726 3.5020
H -2.5427 -2.2300 4.8184
H -3.1918 -0.1322 3.6758
H -2.8210 0.1287 1.2570
H -3.5984 -3.4486 -0.4561
H -3.8424 -5.4525 -1.8771
H -2.1520 -5.9502 -3.6187
H -0.2058 -4.4252 -3.9049
H 0.0774 -2.5076 -2.4422
Se 1.6363 -0.7354 -2.9177
Te 3.4266 -2.3159 -3.7046
Te -0.0246 -2.0102 -6.3918
Se -0.5102 -0.8129 -4.2615
C 3.2964 2.9961 2.9208
Ge 3.3948 1.0601 3.2389
C 4.7243 0.7156 4.6560
C 1.6495 0.3893 3.8290
C 3.8793 0.1402 1.5795
Se 2.5196 0.5073 0.2127
C 3.5506 1.7880 -0.8264
H 3.0326 3.5185 3.8417
H 2.5336 3.2043 2.1701
H 4.2519 3.3861 2.5666
H 4.4554 1.2357 5.5769
H 5.7145 1.0536 4.3459
H 4.7818 -0.3527 4.8703
H 1.2896 0.9437 4.6969
H 1.7137 -0.6661 4.0988
H 0.9190 0.4880 3.0249
H 3.8965 -0.9406 1.7186
H 4.8462 0.4443 1.1793
H 3.8757 2.6109 -0.1923
H 2.8965 2.1578 -1.6146
H 4.4030 1.2827 -1.2759
*
```

Properties
E_LUMO (spin up / spin down)   3.66 / 3.66 eV
HOMO (spin up / spin down)   -0.0377 / -0.0369 hartree
Frontier orbital gap (spin up / spin down)   4.69 / 4.67 eV
Expectation value of S²   3.769



(3)
The following is a quantum chemistry calculation of 4 unconnected molecules or ions with the total composition C25H27F24N2O5 in a non-equilibrium geometry, from the Open Molecules 2025 dataset.

```
! RIJCOSX wB97M-V def2-TZVPD def2/J DEFGRID3
* xyz 1 1
C 3.0713 -1.7576 2.0677
C 3.0734 -1.0363 0.6851
O 3.3407 0.1062 0.5868
O 2.6944 -1.8078 -0.4313
C 1.2922 -1.5017 -0.6737
C 0.4806 -2.8309 -0.8897
C 0.4882 -3.7810 0.3539
C -0.6239 -3.5229 1.4491
C -1.7220 -2.5232 1.0702
C -3.0446 -2.9469 0.5921
C -3.9059 -1.8201 0.2794
N -3.6880 -0.5258 0.3459
N -2.5114 -0.1745 0.8039
C -1.6097 -1.0941 1.1430
H 3.6811 -1.1768 2.7845
H 3.4119 -2.8099 1.9467
H 2.0124 -1.7985 2.4249
H 1.2071 -0.8368 -1.5696
H 0.9359 -0.9118 0.2018
H 1.0512 -3.3659 -1.6925
H -0.5236 -2.6313 -1.3279
H 1.4875 -3.6652 0.8407
H 0.4554 -4.8308 -0.0223
H -0.1413 -3.2537 2.4194
H -1.1240 -4.5046 1.6423
H -3.3287 -4.0082 0.5038
H -4.9155 -2.0936 -0.0966
H -2.2926 0.8286 0.8792
H -0.6462 -0.7004 1.5343
C -4.3495 1.7960 -3.5064
C -3.0939 0.9769 -3.8624
C -1.9248 1.0726 -2.8823
F -1.4589 2.3271 -2.7529
F -0.8863 0.3166 -3.3207
F -2.7018 1.2915 -5.1117
F -3.4777 -0.3345 -3.9045
O -4.5085 3.0637 -4.1309
C -3.8686 4.1659 -3.5621
C -2.7913 4.7540 -4.4765
F -1.8615 3.8307 -4.7970
F -2.1514 5.7683 -3.8529
F -3.3917 3.8426 -2.3380
F -4.8262 5.0892 -3.3593
H -5.1954 1.2159 -3.8787
H -4.5072 1.8573 -2.4273
H -2.2133 0.7021 -1.8930
H -3.2326 5.1318 -5.4015
C 7.9794 -3.4404 1.6895
C 7.4719 -4.7208 2.3806
C 8.2408 -6.0052 2.0702
F 8.2152 -6.3160 0.7599
F 7.6777 -7.0491 2.7284
F 6.1518 -4.8708 2.1160
F 7.5654 -4.5047 3.7231
O 7.3110 -3.0276 0.4987
C 7.7029 -3.6012 -0.7109
C 6.5906 -4.4429 -1.3426
F 6.1778 -5.4225 -0.5112
F 7.0351 -5.0384 -2.4721
F 8.8464 -4.2895 -0.5456
F 7.9959 -2.5773 -1.5390
H 7.7834 -2.6283 2.3914
H 9.0630 -3.4431 1.5631
H 9.2828 -5.9271 2.3928
H 5.7279 -3.8196 -1.5906
C -4.2146 4.3192 0.8032
C -3.1883 4.1753 1.9451
C -3.7636 3.9261 3.3408
F -4.5600 4.9234 3.7530
F -2.7549 3.8333 4.2439
F -2.3737 5.2437 1.9398
F -2.3928 3.0931 1.6274
O -4.5684 5.6376 0.4114
C -5.5683 6.2959 1.1329
C -5.0383 7.5254 1.8766
F -4.0385 7.1977 2.7209
F -6.0212 8.0837 2.6168
F -6.1975 5.4249 1.9457
F -6.4844 6.6947 0.2295
H -3.7332 3.9051 -0.0834
H -5.0964 3.6931 0.9569
H -4.3292 2.9892 3.3720
H -4.6612 8.2709 1.1728
*
```

Properties
E_LUMO   -5.55 eV
HOMO   -0.4826 hartree
Frontier orbital gap   7.59 eV
Relative energy (zero: lowest compared OMol25 entry of this formula, charge and spin)   40.8 kcal/mol



(4)
The following is a quantum chemistry calculation of a molecular structure, C25H27F2NSiZn, from the Open Molecules 2025 dataset.

```
! RIJCOSX wB97M-V def2-TZVPD def2/J DEFGRID3
* xyz 0 1
Zn -0.1900 -0.5563 -1.1670
C 0.4603 -0.2717 2.6028
C 0.7772 0.8452 1.6435
C -0.0479 1.9583 1.5489
C 0.2484 3.0091 0.6836
C -0.6436 4.2210 0.6346
C 1.3890 2.9226 -0.1055
C 2.2299 1.8109 -0.0466
C 3.4660 1.7434 -0.9005
C 1.9095 0.7785 0.8307
H -0.0284 -1.1047 2.0911
H -0.1921 0.0757 3.4039
H 1.3724 -0.6696 3.0491
H -0.9465 2.0097 2.1565
H -0.5328 4.7598 -0.3063
H -0.4028 4.9108 1.4467
H -1.6920 3.9412 0.7452
H 1.6229 3.7260 -0.7975
H 3.8004 0.7145 -1.0350
H 4.2847 2.3004 -0.4392
H 3.2861 2.1755 -1.8852
H 2.5584 -0.0891 0.8945
F 1.8088 2.8227 -4.8498
C 0.8293 2.5076 -3.9805
C 0.8677 1.2926 -3.3253
C -0.1274 0.9684 -2.4124
C -1.1829 1.8752 -2.1866
C -1.1637 3.0851 -2.8721
F -2.1227 4.0214 -2.6720
C -0.1729 3.4297 -3.7686
C -2.2273 1.5028 -1.1899
C -3.3900 2.2261 -0.9229
C -4.2670 1.7734 0.0479
C -3.9936 0.6052 0.7414
C -2.8373 -0.0742 0.4110
N -1.9919 0.3618 -0.5163
H 1.6967 0.6257 -3.5273
H -0.1932 4.3816 -4.2786
H -3.6073 3.1296 -1.4652
H -5.1676 2.3355 0.2595
H -4.6561 0.2267 1.5061
H -2.5642 -1.0054 0.8952
C 1.7405 -4.3574 2.6456
Si 0.7383 -4.8399 1.1416
C -0.8795 -5.6173 1.6665
C 1.7053 -6.0223 0.0662
C 0.3794 -3.3096 0.1955
C 0.1369 -2.2585 -0.3702
H 1.9785 -5.2323 3.2551
H 1.1890 -3.6501 3.2680
H 2.6787 -3.8843 2.3500
H -0.7083 -6.5306 2.2407
H -1.4854 -5.8729 0.7953
H -1.4574 -4.9294 2.2864
H 1.9396 -6.9437 0.6037
H 2.6434 -5.5695 -0.2597
H 1.1347 -6.2846 -0.8266
*
```

Properties
E_LUMO   -0.08 eV
HOMO   -0.3188 hartree
Frontier orbital gap   8.59 eV
Relative energy (zero: lowest compared OMol25 entry of this formula, charge and spin)   1.0 kcal/mol



(5)
The following is a quantum chemistry calculation of a molecular structure, C25H27FN4O4PdSbSe4 in a non-equilibrium geometry, from the Open Molecules 2025 dataset.

```
! RIJCOSX wB97M-V def2-TZVPD def2/J DEFGRID3
* xyz 1 3
Pd -0.2565 2.6572 -2.5218
C -3.0949 -1.8418 2.9865
C -2.2127 -2.5154 1.9547
N -1.4048 -1.5605 1.2022
C -1.8669 -1.1210 0.0114
C -1.2741 -0.1856 -0.7738
C -2.0008 0.1903 -2.0477
O -2.5926 -0.6730 -2.6635
O -1.9970 1.4345 -2.3615
C 0.0063 0.3330 -0.3811
O 0.7081 1.0951 -1.0608
C 0.4921 -0.1184 0.9376
C 1.6883 0.4147 1.4252
C 2.1455 0.0351 2.6544
F 3.3241 0.5225 3.1044
C 1.4326 -0.8625 3.4638
C 0.2509 -1.3937 2.9833
C -0.2252 -1.0414 1.7107
N 1.8535 -1.2334 4.7705
C 2.1182 -2.6371 5.0227
C 1.5345 -2.9825 6.3982
N 1.4761 -1.6956 7.1922
C 2.7353 -0.9021 6.9910
C 2.7400 -0.3850 5.5445
H -3.6620 -2.5829 3.5458
H -3.8054 -1.1726 2.5063
H -2.5145 -1.2495 3.6912
H -2.8135 -3.0567 1.2211
H -1.5422 -3.2555 2.3975
H -2.7886 -1.5806 -0.3189
H 2.2347 1.1135 0.8093
H -0.3190 -2.0451 3.6249
H 3.1942 -2.8537 4.9951
H 1.6460 -3.2546 4.2589
H 2.1505 -3.6753 6.9718
H 0.5113 -3.3544 6.3530
H 1.3009 -1.8835 8.1825
H 0.6925 -1.1441 6.8224
H 3.5495 -1.5971 7.2004
H 2.7519 -0.1007 7.7289
H 3.7777 -0.3868 5.1924
H 2.3725 0.6414 5.5059
C 1.3664 -0.7623 -5.2908
C 0.3871 0.3235 -4.9457
O 0.4827 0.8806 -3.8566
C -0.6716 0.6998 -5.9194
C -0.5136 0.4236 -7.2769
C -1.4870 0.8154 -8.1826
C -2.6296 1.4573 -7.7247
C -2.8026 1.7050 -6.3724
C -1.8273 1.3319 -5.4616
H 1.9864 -0.9667 -4.4200
H 1.9983 -0.4437 -6.1201
H 0.8446 -1.6630 -5.6108
H 0.3711 -0.0770 -7.6362
H -1.3547 0.6173 -9.2354
H -3.3947 1.7541 -8.4282
H -3.7017 2.1887 -6.0125
H -1.9884 1.4850 -4.3981
Se -3.6094 4.3917 -3.9359
Sb -1.6681 4.9031 -2.7824
Se 0.8114 4.0916 -4.3864
Se -0.6824 6.9327 -2.1843
Se -1.2610 3.7516 -0.4944
N 2.3540 3.8634 -1.8242
C 1.5115 3.7537 -2.7032
H 3.1621 4.4477 -2.0294
*
```

Properties
E_LUMO (spin up / spin down)   -3.35 / -3.96 eV
HOMO (spin up / spin down)   -0.3565 / -0.3556 hartree
Frontier orbital gap (spin up / spin down)   6.35 / 5.72 eV
Expectation value of S²   2.024



(6)
The following is a quantum chemistry calculation of a single C25H27FN4O4S molecule in a non-equilibrium geometry, from the Open Molecules 2025 dataset.

```
! RIJCOSX wB97M-V def2-TZVPD def2/J DEFGRID3
* xyz 0 1
C 2.0215 3.9957 -1.6500
H 1.2208 4.6437 -1.3004
H 2.9610 4.5365 -1.5769
H 1.8470 3.7565 -2.6975
C 2.0865 2.7224 -0.8050
N 0.7947 2.0475 -0.9524
C 0.3669 0.9865 -0.2457
O 0.8679 0.5597 0.7745
C -0.9791 0.4340 -0.7725
N -0.9328 -1.0278 -0.7041
C 0.2122 -1.6044 -1.1496
O 1.1114 -0.9170 -1.6006
C 0.3448 -3.1096 -1.0281
C 1.5707 -3.4029 -0.1451
C 1.3816 -2.7070 1.1802
O 0.4401 -2.9215 1.9155
N 2.3006 -1.7627 1.5606
C 3.4683 -1.3565 0.9881
N 4.0950 -1.8991 0.0044
C 5.2565 -1.2577 -0.2701
C 5.5499 -0.2051 0.5299
S 4.3029 0.0248 1.7001
H 6.4030 0.4405 0.5078
H 5.8590 -1.6177 -1.0834
H 1.9942 -1.2027 2.3496
H 1.6429 -4.4778 0.0289
H 2.4759 -3.0449 -0.6309
H -0.5510 -3.5584 -0.6039
H 0.5204 -3.5203 -2.0240
C -2.1544 -1.6880 -0.4285
C -2.3507 -2.4537 0.7152
C -3.5815 -3.0345 0.9664
C -4.6405 -2.8498 0.0941
C -4.4683 -2.0877 -1.0480
C -3.2335 -1.5226 -1.2955
F -3.0722 -0.7892 -2.4201
H -5.2718 -1.9267 -1.7491
H -5.6012 -3.2963 0.2987
H -3.7131 -3.6275 1.8580
H -1.5306 -2.5921 1.4029
C -2.0788 0.9793 0.0964
C -2.0957 0.6916 1.4557
C -3.1119 1.1681 2.2592
C -4.1291 1.9435 1.7138
C -4.1096 2.2438 0.3558
C -3.0903 1.7638 -0.4420
H -3.0899 1.9930 -1.4976
H -4.9021 2.8490 -0.0542
O -5.1541 2.4259 2.4664
H -5.0423 2.1504 3.3844
H -3.1193 0.9375 3.3162
H -1.3003 0.1004 1.8813
H -1.1254 0.7460 -1.8150
H 0.3523 2.2045 -1.8447
C 3.1895 1.7954 -1.3230
H 3.1070 1.6706 -2.4002
H 4.1722 2.1951 -1.0880
H 3.0804 0.8149 -0.8704
C 2.3174 3.0914 0.6597
H 1.5005 3.7116 1.0216
H 3.2495 3.6411 0.7604
H 2.3654 2.1962 1.2701
*
```

Properties
SMILES string   CC(C)(C)NC(=O)[C@H](c1ccc(O)cc1)N(C(=O)CCC(=O)Nc1nccs1)c1ccccc1F
E_LUMO   0.67 eV
HOMO   -0.3087 hartree
Frontier orbital gap   9.07 eV
Relative energy (zero: lowest compared OMol25 entry of this formula, charge and spin)   8.6 kcal/mol



(7)
The following is a quantum chemistry calculation of 2 unconnected molecules or ions with the total composition C25H27N2O4 in a non-equilibrium geometry, from the Open Molecules 2025 dataset.

```
! RIJCOSX wB97M-V def2-TZVPD def2/J DEFGRID3
* xyz 1 1
H 1.2161 8.3253 4.7150
C -0.3150 12.0126 3.7225
H 0.2191 11.4986 2.9414
C -1.6404 11.6384 4.0160
C -2.4121 10.6095 3.2273
O -3.5546 10.2596 3.4966
O -1.6957 10.0727 2.2186
C -2.5675 9.2321 1.3912
C -1.6514 8.6057 0.3756
C -2.2706 12.1331 5.1515
N -1.5548 12.9117 6.0224
C -0.2224 13.1786 5.8527
C 0.4162 12.6933 4.7134
C 1.9226 12.8212 4.7163
O 2.5581 13.4524 5.5530
O 2.5212 12.1485 3.7152
C 3.9331 12.5022 3.6539
C 4.5067 11.6856 2.5288
H -3.0319 8.4450 2.0138
H -3.3672 9.8366 0.9081
H -2.1952 8.0013 -0.3669
H -1.0618 9.3630 -0.1657
H -0.9492 7.9373 0.9069
H -3.3100 11.9514 5.4023
H -2.0640 13.4033 6.7553
H 0.2495 13.7665 6.6356
H 4.0502 13.5865 3.4670
H 4.4355 12.2416 4.5986
H 5.5773 11.8927 2.3890
H 4.3885 10.6135 2.7650
H 3.9880 11.8914 1.5795
C 1.9120 7.5523 2.8603
C 1.8193 7.5037 4.3846
N 1.1605 6.3311 4.8878
C 1.4071 5.8538 6.1738
C 2.5103 6.0139 7.0053
C 2.5291 5.3377 8.2477
C 1.4308 4.5555 8.6565
C 0.2858 4.4441 7.8477
C 0.2783 5.1032 6.6143
C -0.7023 5.1652 5.5524
C -0.1362 5.9509 4.5137
C -0.7766 6.0967 3.2970
C -2.0249 5.5021 3.1051
C -2.6138 4.7446 4.1264
C -1.9526 4.5785 5.3500
H 2.8723 8.0188 2.5620
H 1.8611 6.5261 2.4817
H 1.0633 8.1030 2.4210
H 2.8136 7.5533 4.8807
H 3.3181 6.6680 6.7078
H 3.3982 5.3822 8.9079
H 1.4511 4.0131 9.6068
H -0.6021 3.8475 8.1046
H -0.2950 6.6401 2.5053
H -2.5229 5.5698 2.1462
H -3.5762 4.2570 3.9654
H -2.3392 3.9531 6.1504
*
```

Properties
E_LUMO   -5.14 eV
HOMO   -0.3566 hartree
Frontier orbital gap   4.57 eV